# 1
Below is C26H33CrN9O5S2 as an isolated structure, with properties calculated with ωB97M-V with the def2-TZVPD basis set.

Structure (XYZ):
```
76
Properties=species:S:1:pos:R:3:forces:R:3
Cr -0.10410 -0.29649 0.39251 0.04 -0.15 -0.30
N -0.41692 0.38611 -1.62123 -0.08 -0.20 0.02
C -0.42667 -0.38589 -2.88758 0.02 0.04 0.01
C 0.51369 -1.58966 -2.88492 -0.01 0.02 0.03
C -0.18396 -2.90461 -2.55146 0.01 -0.02 0.02
C -1.00907 -2.86743 -1.27807 0.01 -0.04 -0.01
N -0.22513 -2.39879 -0.11548 -0.01 0.10 0.06
H -1.35332 0.80001 -1.51607 0.02 0.11 0.04
H 0.22987 1.16254 -1.70504 0.05 -0.02 -0.03
H -0.17603 0.28793 -3.70891 0.02 0.00 0.01
H -1.45665 -0.70719 -3.05670 0.01 -0.02 -0.04
H 1.31738 -1.39540 -2.17249 0.02 0.01 -0.03
H 0.99827 -1.68379 -3.85786 -0.02 -0.01 -0.01
H 0.56274 -3.70173 -2.47536 0.00 -0.01 0.00
H -0.85167 -3.19001 -3.36869 0.01 0.02 -0.01
H -1.40873 -3.86427 -1.07645 -0.02 0.03 0.02
H -1.86367 -2.19801 -1.37830 -0.01 0.01 -0.03
H 0.66889 -2.88160 -0.08739 0.02 0.04 -0.01
H -0.73382 -2.69637 0.71882 0.02 -0.10 -0.01
C 1.28865 0.13460 5.46492 0.02 -0.04 0.00
O 0.65951 -0.61625 4.42339 0.10 0.05 -0.03
C 0.98581 -0.29481 3.15256 -0.22 -0.31 -0.10
O 1.85696 0.52847 2.88113 0.10 0.20 0.22
N 0.27689 -0.98845 2.23883 0.02 0.16 0.10
N 1.96682 -0.25583 0.34274 -0.11 0.11 -0.36
H 1.52796 -0.56459 6.26292 -0.03 0.00 0.00
H 0.58508 0.88267 5.82829 0.03 0.03 0.00
H 2.19059 0.61722 5.09946 0.00 0.01 0.00
H -0.31734 -1.67026 2.69285 -0.10 0.11 0.10
H 2.37933 -1.17871 0.43899 0.04 0.01 -0.10
H 2.14107 0.22561 1.25188 0.08 -0.07 0.17
S 2.77195 0.60738 -0.94474 0.15 -0.09 0.10
C 2.11653 2.22262 -0.58525 -0.14 0.14 -0.03
N 2.93417 3.10580 -1.13654 -0.07 -0.04 -0.08
N 2.46243 4.39013 -1.20822 -0.01 0.00 0.31
C 1.25004 4.80501 -1.74425 0.04 -0.03 -0.11
C 0.45407 3.97317 -2.53448 -0.01 0.02 0.03
C -0.74479 4.43795 -3.04826 -0.02 -0.02 0.00
C -1.17087 5.73617 -2.80466 0.02 0.00 0.01
C -0.36296 6.57381 -2.04710 0.01 0.01 0.00
C 0.83421 6.11837 -1.52096 -0.05 0.01 0.02
N 1.00256 2.55309 0.05121 0.14 0.07 -0.04
N 0.13630 1.76054 0.65128 -0.11 -0.06 0.13
C -0.88150 2.52299 1.28238 0.03 -0.12 0.08
C -1.55970 1.96574 2.36175 0.02 0.06 0.10
C -2.58649 2.65707 2.98216 -0.01 0.07 -0.03
C -2.93919 3.92702 2.54393 0.01 -0.04 0.00
C -2.24100 4.49521 1.48601 0.00 0.03 -0.02
C -1.21670 3.80800 0.85549 -0.09 0.04 -0.07
H 3.18952 5.07845 -1.13159 0.06 -0.04 -0.15
H 0.79037 2.97115 -2.76161 0.04 -0.03 -0.01
H -1.35229 3.77483 -3.65214 -0.01 0.00 0.00
H -2.11209 6.08994 -3.20155 -0.01 0.00 0.00
H -0.67343 7.59186 -1.84915 0.00 0.01 0.00
H 1.44374 6.76989 -0.90645 0.01 0.00 0.01
H -1.27491 0.99782 2.74106 -0.01 -0.05 -0.03
H -3.10034 2.19657 3.81620 -0.01 0.00 0.01
H -3.74307 4.46913 3.02453 0.00 0.01 0.00
H -2.49773 5.48734 1.13549 -0.01 0.00 0.00
H -0.68388 4.25553 0.02833 -0.03 -0.02 0.00
O -3.08708 0.73437 -1.12922 -0.01 -0.03 -0.04
C -3.23993 0.00954 -0.15642 0.06 0.11 0.10
N -2.23738 -0.47044 0.64541 -0.03 -0.08 0.12
S -2.85580 -1.39772 1.87285 0.02 0.06 -0.17
O -2.70380 -0.80406 3.16690 0.01 0.00 0.03
O -2.36369 -2.75405 1.72677 0.05 -0.01 0.03
C -4.52972 -1.29309 1.36373 -0.09 -0.10 0.03
C -5.64735 -1.87859 1.92711 0.02 0.07 -0.04
C -6.86451 -1.60596 1.31785 -0.03 0.00 0.00
C -6.94275 -0.77766 0.19804 0.03 0.00 0.00
C -5.80395 -0.19892 -0.34489 -0.03 -0.02 0.05
C -4.59203 -0.47548 0.26256 0.04 0.07 -0.09
H -5.57755 -2.51061 2.80104 0.00 -0.02 0.01
H -7.76945 -2.04131 1.72045 0.00 0.00 0.00
H -7.90765 -0.58422 -0.25090 -0.01 0.00 0.00
H -5.84389 0.45028 -1.20835 0.01 0.01 -0.01
```
Forces are in eV/Å.

Computed properties:
Multiplicity: 5
Gap between HOMO and LUMO (spin up / spin down): 6.5 / 6.5 eV
E_LUMO (spin up / spin down): 0.04 / -0.49 eV
Charge: 0
<S²>: 6.0640


# 2
Below is C26H33F3IN6O2PrS2 as an isolated structure at a distorted geometry, with properties calculated with ωB97M-V with the def2-TZVPD basis set.

Structure (XYZ):
```
74
Properties=species:S:1:pos:R:3:forces:R:3
Pr 0.29212 -0.89547 -0.28789 0.87 1.16 0.10
N 1.77309 -0.43948 -2.43349 0.02 -0.02 -1.70
C 1.19090 -1.09207 -3.68610 1.84 -1.57 2.18
C -0.30471 -1.27733 -3.74327 0.39 0.57 -0.23
N -0.94278 -1.95839 -2.61219 -0.31 -0.46 0.64
C -2.37410 -1.55348 -2.49810 -0.26 1.35 0.59
C -3.04348 -1.84384 -1.10988 0.77 -0.10 -0.22
N -2.22616 -1.21991 -0.05057 -0.66 0.11 0.14
C -0.79519 -3.43474 -2.72543 -0.34 -0.37 -0.49
C -0.09087 -4.15935 -1.55462 0.76 -0.36 0.91
N 1.03850 -3.46209 -0.93292 0.18 2.38 -1.46
H 1.64200 0.57722 -2.53513 -0.31 0.15 0.40
H 2.78961 -0.51938 -2.59872 -0.54 -0.13 0.67
H 1.76290 -2.06002 -3.71167 -0.92 0.29 -0.06
H 1.56898 -0.61259 -4.55220 -0.12 0.85 -1.04
H -0.44575 -1.75917 -4.71961 -0.57 -0.21 0.10
H -0.73229 -0.29004 -3.80681 -0.26 0.40 -0.03
H -2.94840 -2.08520 -3.26230 -0.17 0.33 -0.22
H -2.37667 -0.41634 -2.64783 -0.25 -1.65 0.07
H -3.10434 -2.92533 -0.93739 0.14 0.11 -0.02
H -4.08110 -1.46448 -1.02990 0.42 -0.14 -0.64
H -2.39782 -1.65041 0.87528 0.09 0.54 -0.71
H -2.48881 -0.21546 -0.05896 0.22 -0.64 0.54
H -0.24748 -3.57432 -3.70106 -0.41 -0.42 1.08
H -1.81834 -3.93307 -2.82524 1.23 0.67 -0.08
H 0.35088 -5.08980 -1.87316 -0.55 -0.71 -0.78
H -0.74077 -4.44348 -0.70253 -0.13 0.49 -0.64
H 1.87919 -3.32450 -1.51680 -0.75 -0.45 0.44
H 1.28964 -3.75462 -0.02096 0.14 -0.53 0.88
O -2.94135 1.58738 0.22737 -2.28 1.43 1.67
C -3.32953 2.39327 -0.84773 0.47 0.92 0.21
C -4.57164 3.06351 -0.83573 -0.34 -1.65 0.39
C -4.97374 3.90882 -1.85046 1.19 -0.31 -0.19
C -4.03213 4.24673 -2.84869 -1.09 0.52 0.60
C -2.74022 3.74790 -2.72986 -0.20 -0.76 -1.45
C -2.39063 2.71698 -1.83751 0.75 1.22 0.20
C -0.94788 2.23220 -1.82984 2.73 1.36 -0.17
O -0.72065 1.07313 -1.37088 -0.12 -1.64 0.31
N 0.04456 3.08825 -2.20194 -4.43 0.92 -0.06
N 1.30912 2.71845 -2.28723 3.42 -1.10 0.74
C 2.20841 3.64024 -2.02859 -1.23 -1.94 0.12
S 1.68118 5.21316 -1.64413 -0.72 1.58 0.04
C 3.30401 6.00408 -1.50841 -0.23 0.26 0.48
C 4.43997 5.04255 -1.66433 2.12 -0.17 1.09
S 3.93024 3.36658 -1.57648 -1.43 -1.75 -0.83
H -3.53016 1.90686 1.02256 1.69 -1.11 -2.19
H -5.32767 2.72078 -0.10154 0.58 0.41 -0.23
H -5.99336 4.25154 -1.80694 -0.08 0.32 -0.34
H -4.39106 4.93117 -3.64476 0.79 -0.49 0.51
H -1.98852 4.00662 -3.48563 -0.25 0.05 0.48
H 3.41372 6.34739 -0.48863 -0.46 0.59 0.10
H 3.38271 6.83581 -2.19934 -0.07 0.09 -0.04
H 5.08898 5.10346 -0.75118 -0.36 0.23 -0.78
H 5.13499 5.20639 -2.48113 -0.38 0.17 -0.49
F 3.24112 -1.08472 8.00446 -1.08 -0.92 1.06
C 2.39724 -2.14936 8.25623 -0.25 -0.46 -0.08
F 1.44559 -1.84646 9.22350 2.15 0.02 -0.24
F 3.20882 -3.17241 8.69515 -1.07 1.25 -0.11
C 1.63249 -2.46402 7.01862 0.58 -1.43 -1.35
C 0.43616 -1.80428 6.78663 0.02 0.64 0.23
C -0.10274 -1.76172 5.50693 -1.45 -0.66 -0.93
C 0.41744 -2.55891 4.43263 1.01 0.50 2.93
C 1.55682 -3.33902 4.76487 -0.51 -0.62 -0.15
C 2.13986 -3.34702 6.01336 0.18 0.71 1.23
C -0.06935 -2.51523 3.12501 -0.16 1.29 -3.57
C -0.12219 -2.17417 1.91738 -0.21 -0.93 2.22
H -0.04805 -1.31425 7.65455 0.33 -0.01 -0.99
H -1.06664 -1.20888 5.33730 1.17 -0.55 0.14
H 1.95255 -4.05394 4.05477 -0.11 0.18 -0.28
H 2.96559 -4.06603 6.23963 -0.65 1.02 -0.24
I 3.14109 -1.01926 1.24140 0.48 -0.21 -0.04
C 2.03988 0.82280 1.00003 -1.87 -0.69 0.38
H 2.75177 1.59053 0.73574 0.20 0.11 -0.03
H 1.60444 0.99022 2.02228 0.63 0.02 -0.77
```
Forces are in eV/Å.

Computed properties:
Multiplicity: 3
Gap between HOMO and LUMO (spin up / spin down): 7.1 / 7.1 eV
E_LUMO (spin up / spin down): 0.12 / 0.12 eV
Charge: 0
<S²>: 2.0021


# 3
Below is C26H33N5O2S3SbW as an isolated structure at a distorted geometry, with properties calculated with ωB97M-V with the def2-TZVPD basis set.

Structure (XYZ):
```
71
Properties=species:S:1:pos:R:3:forces:R:3
W -0.45194 -0.00808 -0.47075 -1.23 0.08 -0.28
C 1.32492 -2.17592 1.28055 0.07 -0.02 0.11
N 1.06721 -0.75246 1.62807 0.22 0.10 -0.17
C 0.73113 -0.79453 3.09545 -0.06 0.03 -0.05
C 0.02464 0.40078 3.70059 0.06 -0.07 -0.08
C -1.42862 0.49601 3.24693 0.03 -0.01 0.03
N -1.67278 -0.23182 1.99747 0.31 0.23 0.11
C -2.37963 -1.29190 2.13596 -0.31 -0.22 -0.10
C -2.99430 -2.07709 1.07666 0.12 0.06 0.37
C -3.72789 -3.22985 1.37449 -0.04 -0.07 0.11
C -4.50476 -3.82333 0.40221 -0.01 0.01 -0.05
C -4.59410 -3.23228 -0.85978 -0.04 -0.03 0.03
C -3.88222 -2.08499 -1.16766 -0.07 0.04 -0.13
C -3.05541 -1.54295 -0.20155 0.11 0.15 0.10
O -2.30641 -0.43054 -0.42007 -0.64 -0.39 -0.14
C 2.34714 -0.00658 1.47070 -0.08 0.12 0.16
C 2.27463 1.50490 1.72846 0.01 -0.05 -0.01
C 1.09306 2.22118 1.06182 -0.02 0.01 -0.01
N 0.91592 1.61168 -0.26514 -0.14 0.28 0.78
C 1.77294 1.96099 -1.14465 0.67 0.24 -0.47
C 2.17759 1.13926 -2.24580 -0.05 0.19 -0.17
C 2.94279 1.62657 -3.30925 0.03 0.16 0.02
C 3.44806 0.75602 -4.24757 0.04 -0.07 -0.07
C 3.23998 -0.61597 -4.09196 0.05 -0.01 -0.02
C 2.51428 -1.12251 -3.02597 0.06 -0.13 0.07
C 1.95278 -0.23532 -2.12327 0.10 0.13 0.14
O 1.21722 -0.66670 -1.08271 0.56 -0.26 -0.39
H 1.97998 -2.63276 2.02699 0.01 0.00 0.02
H 1.79923 -2.26058 0.31201 0.00 0.01 -0.06
H 0.37950 -2.71746 1.27299 -0.04 -0.04 0.00
H 1.67391 -0.96380 3.62257 0.00 -0.05 0.02
H 0.12383 -1.68326 3.26355 -0.03 -0.01 -0.03
H 0.55297 1.32180 3.50223 0.05 0.09 0.03
H 0.04412 0.27769 4.78377 0.04 -0.02 0.01
H -1.70169 1.54406 3.10871 -0.05 0.01 -0.06
H -2.08812 0.10400 4.02329 -0.03 0.01 0.04
H -2.65308 -1.60036 3.14984 -0.05 -0.04 -0.02
H -3.69470 -3.63701 2.37950 -0.02 0.01 -0.04
H -5.06801 -4.71980 0.62403 0.02 0.03 -0.01
H -5.23196 -3.67429 -1.61546 0.02 0.01 0.04
H -3.94719 -1.62251 -2.14334 0.01 -0.02 0.00
H 2.70861 -0.18743 0.46488 0.02 0.00 -0.05
H 3.09452 -0.43335 2.14605 0.00 -0.05 0.02
H 3.20085 1.92191 1.32429 -0.01 0.01 0.01
H 2.28711 1.73614 2.79044 0.04 0.01 0.04
H 1.31176 3.28441 0.96378 -0.04 0.09 -0.03
H 0.16684 2.12434 1.62182 -0.08 -0.05 0.01
H 2.31624 2.89008 -0.96397 0.11 -0.03 -0.06
H 3.13496 2.69130 -3.38319 0.00 -0.03 -0.01
H 4.03032 1.12654 -5.08028 -0.02 -0.02 0.02
H 3.66668 -1.30456 -4.81003 0.01 0.01 0.00
H 2.38383 -2.18551 -2.87625 -0.01 -0.02 -0.03
S -2.59567 -2.35309 -5.44583 0.34 0.10 0.13
Sb -0.54223 -2.00875 -4.81717 -0.01 -0.33 -0.39
S -0.98188 -0.05731 -2.86970 -0.03 0.19 0.69
S -0.88176 -2.03570 -2.18346 -0.37 -0.06 -0.25
C -3.84472 3.90652 1.65580 0.03 -0.04 -0.06
C -2.93791 3.41365 0.57824 -0.06 0.11 0.05
C -2.43041 4.03124 -0.54851 -0.04 0.06 -0.06
C -1.63770 3.08111 -1.20004 0.01 0.18 -0.13
N -1.64920 1.94306 -0.49612 0.66 -0.48 0.15
N -2.42722 2.17485 0.58167 -0.32 -0.03 0.09
C -0.95614 3.25450 -2.51564 -0.01 -0.01 0.07
H -4.38304 4.78828 1.31687 0.01 -0.01 -0.01
H -3.27228 4.18371 2.54241 0.00 0.00 -0.01
H -4.57550 3.14958 1.94326 0.03 0.00 -0.03
H -2.63972 5.03433 -0.88410 0.02 -0.06 0.01
H -2.71706 1.37613 1.12804 0.06 -0.01 0.02
H -1.14354 4.25825 -2.88924 0.00 0.01 0.01
H -1.34945 2.55152 -3.24980 -0.02 0.00 -0.02
H 0.12197 3.11374 -2.45852 -0.01 0.00 -0.01
```
Forces are in eV/Å.

Computed properties:
Multiplicity: 2
Gap between HOMO and LUMO (spin up / spin down): 6.4 / 6.4 eV
E_LUMO (spin up / spin down): -7.10 / -7.11 eV
Charge: +2
<S²>: 0.7584


> What is the formula in the second record?

C26H33F3IN6O2PrS2